[1]
{"formula": "C19H19AsCaN5O2S5Sb", "method": "ωB97M-V/def2-TZVPD", "orbital_gap_ev": 5.97, "multiplicity": 1, "e_above_lowest_ev": 0.1447, "charge": -2, "e_tot_ha": -6304.423891, "species": ["Ca", "S", "Sb", "S", "S", "S", "N", "N", "C", "N", "N", "N", "O", "O", "H", "H", "H", "H", "H", "S", "C", "C", "C", "C", "C", "C", "As", "C", "C", "C", "C", "C", "C", "C", "C", "C", "C", "C", "C", "H", "H", "H", "H", "H", "H", "H", "H", "H", "H", "H", "H", "H", "H"], "coordinates": [[1.945202, -1.061353, -1.128079], [1.686183, -5.805237, -2.282160], [0.784399, -4.433921, -0.680798], [2.443264, -3.152881, 0.438387], [-0.235451, -2.585516, -1.883888], [-0.696560, -5.298937, 0.838814], [0.326343, 0.327162, -2.803426], [0.313726, -0.436012, -3.994962], [1.408862, -1.217667, -4.202019], [1.202315, -2.385272, -4.839455], [2.534320, -0.712679, -3.716319], [3.677149, -1.445819, -3.886813], [4.438151, -1.434760, -2.935968], [3.916089, -1.990700, -4.957064], [-0.517854, 0.112315, -2.277603], [0.385547, 1.317236, -3.001256], [-0.553578, -0.921369, -4.173614], [0.490083, -2.921826, -4.325434], [2.029283, -2.931408, -5.032387], [2.521163, 1.738865, -0.509948], [2.151992, 2.182139, 1.153702], [2.905687, 3.175595, 1.796789], [2.636468, 3.558585, 3.097798], [1.603214, 2.960184, 3.811137], [0.839482, 1.981878, 3.192113], [1.091029, 1.603478, 1.878585], [0.139995, 0.188301, 0.957209], [-1.217705, 1.220610, -0.012901], [-2.313662, 0.522062, -0.519553], [-3.254814, 1.164419, -1.310877], [-3.109184, 2.513123, -1.610397], [-2.015772, 3.211965, -1.115662], [-1.072111, 2.568779, -0.323653], [-1.038407, -0.578053, 2.305183], [-0.901148, -1.944283, 2.527500], [-1.756328, -2.599327, 3.406557], [-2.740210, -1.887019, 4.073002], [-2.887253, -0.520783, 3.849522], [-2.046088, 0.128212, 2.960315], [3.721103, 3.632705, 1.249971], [3.246902, 4.323926, 3.565419], [1.400453, 3.244578, 4.836706], [0.041531, 1.498053, 3.743284], [-2.416580, -0.538229, -0.311429], [-4.099396, 0.608197, -1.699725], [-3.841146, 3.015305, -2.232136], [-1.890278, 4.262058, -1.352667], [-0.209753, 3.112792, 0.042489], [-0.150197, -2.521258, 1.995738], [-1.650780, -3.670021, 3.525962], [-3.410756, -2.397255, 4.755370], [-3.669387, 0.032965, 4.356789], [-2.185536, 1.186099, 2.761852]], "atomic_forces_ev_per_a": [[0.1, 0.3, -0.1], [0.0, 0.1, 0.0], [-0.1, 0.3, -0.1], [0.2, -0.2, 0.2], [-0.1, -0.2, 0.1], [0.0, 0.0, -0.1], [-0.1, -0.1, 0.1], [0.0, 0.1, -0.1], [0.4, 0.1, 0.0], [-0.3, -0.2, 0.0], [-0.2, -0.1, 0.1], [0.2, -0.1, -0.1], [-0.1, 0.0, 0.0], [0.0, 0.0, 0.0], [0.0, 0.1, 0.0], [0.0, 0.0, 0.0], [0.0, 0.0, 0.1], [0.0, 0.0, -0.1], [0.1, 0.1, 0.0], [0.0, 0.0, 0.1], [0.0, 0.0, -0.2], [0.0, 0.0, 0.0], [0.0, 0.0, 0.0], [0.0, 0.0, 0.0], [0.0, 0.0, 0.0], [0.0, 0.0, 0.0], [-0.1, 0.0, -0.1], [0.1, 0.0, 0.0], [0.0, -0.1, 0.0], [0.0, 0.0, 0.0], [0.0, 0.0, 0.0], [0.0, 0.0, 0.0], [0.0, 0.0, 0.0], [0.1, 0.0, 0.0], [0.0, 0.0, 0.0], [0.0, 0.0, 0.0], [0.0, 0.0, 0.0], [0.0, 0.0, 0.0], [0.0, 0.1, 0.0], [0.0, 0.0, 0.0], [0.0, 0.0, 0.0], [0.0, 0.0, 0.0], [0.0, 0.0, 0.0], [0.0, 0.0, 0.0], [0.0, 0.0, 0.0], [0.0, 0.0, 0.0], [0.0, 0.0, 0.0], [0.0, 0.0, 0.0], [0.0, 0.0, 0.0], [0.0, 0.0, 0.0], [0.0, 0.0, 0.0], [0.0, 0.0, 0.0], [0.0, 0.0, 0.0]], "mulliken_charge": [0.496, -0.765, 0.902, -0.803, -0.676, -0.733, -0.029, -0.246, 0.460, -0.492, -0.586, 1.007, -0.611, -0.686, 0.053, 0.173, 0.415, 0.303, 0.320, -0.514, 0.231, -0.557, -0.457, -0.724, -0.356, -0.074, 1.005, 0.251, -0.272, -0.605, -0.400, -0.621, -0.093, -0.212, -0.431, -0.554, -0.370, -0.677, 0.008, 0.388, 0.311, 0.369, 0.347, 0.383, 0.395, 0.355, 0.363, 0.343, 0.129, 0.400, 0.348, 0.356, 0.437]}

---

[2]
{"formula": "C19H19AsClN2NiO2", "method": "ωB97M-V/def2-TZVPD", "orbital_gap_ev": [6.98, 6.98], "multiplicity": 1, "e_above_lowest_ev": 0.0000, "charge": 1, "e_tot_ha": -5199.551166, "species": ["Ni", "Cl", "C", "C", "C", "C", "O", "C", "C", "N", "C", "C", "C", "C", "C", "C", "C", "C", "N", "C", "C", "H", "H", "H", "H", "H", "H", "H", "H", "H", "H", "C", "As", "C", "C", "O", "H", "H", "H", "H", "H", "H", "H", "H", "H"], "coordinates": [[-0.250416, -0.094320, 0.337631], [5.762427, 3.771960, 0.477582], [4.486243, 2.607363, 0.365354], [4.804157, 1.237774, 0.331079], [3.820824, 0.291986, 0.233672], [2.454843, 0.655553, 0.169328], [1.561079, -0.280644, 0.057770], [2.149143, 2.041324, 0.209269], [0.815019, 2.507490, 0.134896], [-0.239707, 1.755162, 0.050472], [-1.534281, 2.322030, -0.038453], [-1.875633, 3.604108, -0.374824], [-3.234944, 3.988204, -0.385046], [-4.230725, 3.104363, -0.078901], [-3.907478, 1.764342, 0.239725], [-4.851457, 0.759487, 0.547307], [-4.423288, -0.510644, 0.814727], [-3.049122, -0.800652, 0.771639], [-2.146221, 0.112552, 0.493283], [-2.556072, 1.390341, 0.241345], [3.184467, 3.001680, 0.308283], [5.842886, 0.940385, 0.388409], [4.070135, -0.760118, 0.208582], [0.673813, 3.585731, 0.154754], [-1.125247, 4.333744, -0.646424], [-3.482383, 5.007122, -0.649246], [-5.268294, 3.410667, -0.092497], [-5.905711, 1.005675, 0.568296], [-5.120639, -1.299370, 1.056509], [-2.665936, -1.790528, 0.973953], [2.932740, 4.054566, 0.333135], [-0.854287, -4.769366, 0.861804], [0.170235, -3.339513, 0.113352], [2.022486, -3.650707, 0.466936], [-0.091641, -3.299702, -1.783831], [-0.315900, -1.911936, 0.824401], [-0.507003, -5.719653, 0.459372], [-1.905227, -4.630463, 0.615877], [-0.730644, -4.756668, 1.942894], [2.333322, -4.613473, 0.064011], [2.175822, -3.627445, 1.544105], [2.585381, -2.844296, 0.002634], [0.250201, -4.231859, -2.231040], [0.480704, -2.465986, -2.187683], [-1.149168, -3.154767, -1.997138]], "atomic_forces_ev_per_a": [[0.3, -0.1, -0.2], [0.0, 0.0, 0.0], [0.0, 0.0, 0.0], [0.0, 0.0, 0.0], [0.0, 0.0, 0.0], [0.0, 0.1, -0.2], [0.0, -0.1, 0.2], [0.0, -0.1, 0.1], [0.0, 0.0, -0.1], [0.0, 0.2, 0.2], [0.0, 0.0, 0.0], [0.0, 0.0, 0.0], [0.0, 0.0, 0.0], [0.0, 0.0, 0.0], [0.0, 0.0, 0.0], [0.0, 0.0, 0.0], [0.0, 0.0, 0.0], [0.0, 0.0, 0.0], [-0.1, 0.0, 0.1], [0.0, 0.0, 0.0], [0.0, 0.0, 0.0], [0.0, 0.0, 0.0], [0.0, 0.0, 0.0], [0.0, 0.0, 0.0], [0.0, 0.0, 0.0], [0.0, 0.0, 0.0], [0.0, 0.0, 0.0], [0.0, 0.0, 0.0], [0.0, 0.0, 0.0], [0.0, 0.0, 0.0], [0.0, 0.0, 0.0], [0.0, 0.0, 0.0], [0.4, 0.1, -0.2], [0.0, 0.0, 0.0], [0.0, 0.0, 0.0], [-0.6, -0.1, 0.2], [0.0, 0.0, 0.0], [0.0, 0.0, 0.0], [0.0, 0.0, 0.0], [0.0, 0.0, 0.0], [0.0, 0.0, 0.0], [0.0, 0.0, 0.0], [0.0, 0.0, 0.0], [0.0, 0.0, 0.0], [0.0, 0.0, 0.0]], "mulliken_charge": [-0.184, -0.205, 0.103, -0.744, -0.474, 0.375, -0.574, -0.040, 0.864, 0.174, 0.628, -0.643, -0.910, -0.889, 0.866, -0.531, -0.810, 0.218, -0.041, 0.542, -0.878, 0.421, 0.360, 0.298, 0.377, 0.396, 0.417, 0.447, 0.413, 0.472, 0.409, -1.071, 0.874, -0.947, -1.172, -0.816, 0.407, 0.353, 0.367, 0.437, 0.370, 0.171, 0.429, 0.367, 0.372]}

---

[3]
{"formula": "C19H19Br3F6O18", "method": "ωB97M-V/def2-TZVPD", "orbital_gap_ev": 9.87, "multiplicity": 1, "e_tot_ha": -10410.956991, "species": ["C", "Br", "Br", "Br", "H", "C", "C", "O", "C", "O", "O", "F", "H", "H", "H", "C", "C", "O", "C", "O", "O", "F", "H", "H", "H", "C", "C", "O", "C", "O", "O", "F", "H", "H", "H", "C", "C", "O", "C", "O", "O", "F", "H", "H", "H", "C", "C", "O", "C", "O", "O", "F", "H", "H", "H", "C", "C", "O", "C", "O", "O", "F", "H", "H", "H"], "coordinates": [[4.208122, -1.590263, -2.989899], [3.686982, -3.561036, -2.708633], [3.554135, -1.102881, -4.770999], [6.175623, -1.533672, -2.903683], [3.871443, -0.947181, -2.176770], [-4.853127, 3.449320, 2.354274], [-3.852717, 4.212710, 1.584013], [-2.895760, 3.175832, 1.153046], [-2.966430, 2.187351, 1.958019], [-2.285785, 1.167546, 1.970620], [-4.060821, 2.331637, 2.741922], [-3.246802, 5.041874, 2.451033], [-5.748098, 3.305685, 1.748876], [-5.212769, 4.049947, 3.189738], [-4.361309, 4.760422, 0.790637], [0.999976, -3.597916, -6.149497], [-0.006153, -4.625691, -5.654241], [0.754215, -5.797691, -5.685455], [1.802668, -5.710732, -6.473875], [2.591467, -6.612473, -6.645996], [1.971924, -4.415025, -6.823838], [-1.093959, -4.751258, -6.443749], [1.523654, -3.050216, -5.365994], [0.546022, -2.934943, -6.886036], [-0.393831, -4.461089, -4.648905], [-1.619235, -0.976404, 4.333102], [-2.962026, -0.294462, 4.452876], [-2.791379, 0.911492, 5.110826], [-1.499783, 0.990532, 5.490371], [-0.881359, 1.984414, 5.949084], [-0.844909, -0.205899, 5.210501], [-3.730734, -0.991128, 5.262253], [-1.284446, -0.951986, 3.296077], [-1.638208, -2.036219, 4.587144], [-3.463832, -0.124225, 3.500341], [0.082162, 5.587697, -3.123533], [-0.970064, 5.275349, -4.249163], [-1.217190, 3.904844, -4.010296], [-0.752593, 3.524432, -2.840266], [-1.094522, 2.472473, -2.360621], [0.020366, 4.469888, -2.266718], [-0.352861, 5.501293, -5.375311], [-0.155519, 6.467673, -2.525819], [1.052608, 5.624251, -3.618505], [-1.856602, 5.905573, -4.178780], [3.815754, -2.125432, 5.029437], [2.773773, -2.737788, 5.971889], [1.717343, -2.918006, 5.149130], [1.902963, -2.106118, 4.088528], [1.284748, -2.074521, 3.038621], [3.007073, -1.378005, 4.201146], [2.506871, -2.030813, 7.022268], [4.271718, -2.918816, 4.437215], [4.646654, -1.533154, 5.412710], [3.034442, -3.700499, 6.411591], [0.910461, -0.393156, 0.196220], [0.258236, 0.666522, -0.611976], [-0.130889, -0.103421, -1.731629], [0.543775, -1.195172, -1.897157], [0.434911, -2.020641, -2.788906], [1.345936, -1.288854, -0.763799], [1.277230, 1.535034, -1.098448], [0.334640, -0.970548, 0.919506], [1.751077, 0.032133, 0.744503], [-0.435259, 1.231410, 0.010981]], "atomic_forces_ev_per_a": [[0.7, -1.8, -0.6], [0.2, 1.8, 0.0], [0.3, 0.2, 1.0], [-0.8, 0.2, -0.1], [-0.4, -0.3, -0.4], [0.0, 0.0, 0.2], [0.0, -0.4, -0.1], [0.0, 3.9, -2.0], [-0.6, -4.0, 1.4], [-0.8, 2.4, -0.1], [-1.1, -1.0, 1.0], [0.9, 0.7, -0.3], [0.1, -1.2, -0.1], [0.4, -0.3, 0.4], [1.1, 0.0, -0.6], [0.0, -0.2, -0.7], [0.7, 0.4, 1.1], [-2.1, -1.1, 1.0], [2.9, -0.3, 0.3], [-1.4, 1.4, -0.4], [0.2, -0.2, -0.6], [-0.3, -0.1, -0.8], [-0.4, -0.1, 0.1], [0.1, 0.1, 0.2], [0.3, 0.0, 0.0], [-0.4, 0.1, -0.8], [-0.4, -0.3, -1.4], [1.7, 1.2, 0.1], [3.7, 2.7, 1.1], [-3.1, -4.1, -1.6], [0.3, 1.4, 0.6], [-2.0, -1.8, 1.3], [0.4, 0.5, 0.1], [-0.2, 0.2, 0.5], [0.0, 0.0, 0.2], [-0.7, 0.1, -0.3], [1.0, 0.4, 3.4], [-0.9, 1.3, -2.2], [-0.6, -2.0, 2.0], [0.9, 1.3, -0.1], [-0.2, -0.8, 0.2], [0.5, -0.1, -2.6], [0.2, 0.1, -0.3], [0.1, 0.3, 0.2], [-0.3, -0.5, -0.2], [1.5, -0.7, 1.1], [3.3, -2.7, 0.2], [-1.9, 0.4, -1.4], [-1.5, 0.5, -4.1], [-0.1, -0.4, 2.5], [-0.2, 0.9, -0.4], [-1.1, 2.7, 2.2], [0.0, -0.3, 0.0], [-0.5, 0.1, 0.5], [0.3, -0.4, -0.7], [1.0, 0.1, 1.4], [1.7, -0.2, -0.2], [-3.0, 2.9, -0.9], [1.2, -2.6, 0.8], [0.5, 2.0, 1.8], [1.0, -2.2, -2.2], [-1.1, -0.6, 0.6], [-0.6, 0.5, 0.0], [0.1, -0.1, -0.1], [-0.7, 0.1, -1.2]], "mulliken_charge": [-0.294, -0.055, -0.020, -0.057, 0.356, -0.492, 0.235, -0.262, 0.685, -0.526, -0.337, -0.277, 0.326, 0.309, 0.343, 0.198, 0.407, -0.340, 0.676, -0.549, -0.327, -0.307, -0.274, 0.311, 0.206, 0.249, 0.350, -0.337, 0.586, -0.591, -0.260, -0.357, -0.254, 0.373, 0.260, -0.404, 0.322, -0.317, 0.691, -0.522, -0.321, -0.283, 0.255, 0.269, 0.295, -0.449, 0.313, -0.264, 0.618, -0.510, -0.264, -0.281, 0.306, 0.300, 0.250, -0.598, 0.917, -0.344, 0.669, -0.574, -0.329, -0.349, 0.218, 0.265, 0.170]}

---

[4]
{"formula": "C19H19BrN5O7SW", "method": "ωB97M-V/def2-TZVPD", "orbital_gap_ev": 4.65, "multiplicity": 1, "e_above_lowest_ev": 0.0000, "charge": 3, "e_tot_ha": -4574.228570, "species": ["W", "C", "C", "C", "C", "C", "C", "C", "S", "O", "O", "N", "C", "C", "O", "O", "H", "H", "H", "H", "H", "H", "H", "H", "H", "Br", "C", "C", "N", "C", "C", "C", "C", "O", "O", "H", "H", "H", "C", "N", "C", "C", "O", "N", "C", "N", "H", "H", "H", "H", "H", "H", "H"], "coordinates": [[-0.126746, 0.421097, 0.588050], [3.126497, -4.556952, 2.080302], [2.308290, -3.361479, 2.447210], [2.580162, -2.094173, 1.918791], [1.828252, -0.978959, 2.274461], [0.775930, -1.168137, 3.197777], [0.497562, -2.398421, 3.770765], [1.283389, -3.481146, 3.393701], [-0.406197, 0.105467, 3.272506], [-1.036173, 0.363050, 4.496551], [0.229264, 1.229176, 2.453120], [-1.371887, -0.255016, 1.970082], [-2.072836, -1.504718, 1.767273], [-1.307611, -2.256311, 0.673633], [-1.427551, -3.365268, 0.327881], [-0.372500, -1.379175, 0.072332], [3.796080, -4.349759, 1.248943], [2.481787, -5.395387, 1.815674], [3.729576, -4.869067, 2.935357], [3.443935, -1.964566, 1.278265], [2.233690, 0.013014, 2.104651], [-0.302785, -2.520561, 4.491127], [1.090070, -4.447152, 3.844473], [-3.081538, -1.306900, 1.397330], [-2.151051, -2.107797, 2.671614], [-6.584516, 2.400484, -2.845283], [-5.062502, 2.977557, -1.938001], [-4.922386, 4.340386, -1.607459], [-3.874154, 4.860485, -0.968539], [-2.910262, 4.042737, -0.605135], [-2.949909, 2.659457, -0.886499], [-4.060877, 2.113074, -1.572207], [-1.893940, 1.847783, -0.452223], [-1.781595, 0.552273, -0.599600], [-0.846745, 2.251908, 0.221168], [-5.693922, 5.042895, -1.905311], [-2.068916, 4.477182, -0.075687], [-4.120402, 1.057097, -1.799257], [2.906685, 1.133494, -4.304964], [2.286872, 1.057315, -2.974591], [2.792114, 1.818235, -1.825966], [1.876499, 1.298315, -0.776519], [1.698786, 1.543199, 0.450771], [1.028278, 0.401984, -1.257245], [1.298779, 0.254468, -2.613885], [0.643906, -0.591667, -3.368750], [3.271752, 2.146464, -4.454236], [2.159825, 0.934868, -5.071159], [3.730594, 0.425592, -4.381658], [2.681892, 2.898073, -1.961837], [3.841190, 1.596837, -1.607043], [-0.070292, -1.182366, -2.968285], [0.875632, -0.728976, -4.342478]], "atomic_forces_ev_per_a": [[-0.7, 0.3, -0.1], [0.0, 0.0, 0.0], [0.0, 0.1, 0.0], [0.0, 0.0, 0.1], [0.1, -0.2, 0.3], [-0.1, 0.1, 0.0], [0.1, 0.0, 0.0], [-0.1, 0.0, 0.0], [0.2, -0.1, 0.1], [-0.1, 0.0, -0.1], [0.1, -0.2, -0.1], [0.1, -0.1, -0.1], [0.0, 0.0, 0.0], [0.0, 0.0, 0.1], [0.0, 0.0, 0.0], [0.2, 0.2, 0.1], [0.0, 0.0, 0.0], [0.0, 0.0, 0.0], [0.0, 0.0, 0.0], [0.0, 0.0, 0.0], [-0.1, 0.0, -0.2], [0.0, 0.0, 0.0], [0.0, 0.0, 0.0], [0.0, 0.0, 0.0], [0.0, 0.0, 0.0], [0.0, 0.0, 0.0], [0.1, -0.1, 0.1], [0.0, 0.1, -0.2], [0.0, -0.1, 0.0], [0.1, 0.1, 0.0], [0.0, -0.1, 0.0], [-0.1, 0.1, 0.0], [0.1, -0.1, 0.0], [0.0, -0.1, 0.0], [0.1, 0.1, 0.0], [0.0, 0.0, 0.0], [0.0, 0.0, 0.0], [0.0, 0.0, 0.0], [0.0, 0.0, 0.0], [0.0, 0.0, 0.0], [0.0, 0.0, 0.0], [0.0, -0.1, 0.0], [0.0, -0.1, 0.2], [0.0, 0.1, -0.3], [0.0, 0.0, 0.0], [0.0, 0.0, 0.0], [0.0, 0.0, 0.0], [0.0, 0.0, 0.0], [0.0, 0.0, 0.0], [0.0, 0.0, 0.0], [0.0, 0.0, 0.0], [0.0, 0.0, 0.0], [0.0, 0.0, 0.0]], "mulliken_charge": [2.131, -1.575, 0.609, -0.889, -0.174, 0.472, -0.816, -0.504, 1.129, -0.546, -0.557, 0.052, -0.527, 0.497, -0.402, -0.623, 0.393, 0.408, 0.388, 0.510, 0.869, 0.607, 0.511, 0.364, 0.412, -0.040, -0.267, -0.050, -0.519, -0.366, -0.221, -0.241, 1.146, -0.838, -0.698, 0.427, 0.564, 0.608, -1.002, -0.073, -0.247, 0.157, -0.632, 0.135, 0.395, -0.272, 0.343, 0.419, 0.362, 0.381, 0.365, 0.194, 0.233]}